65
Properties=species:S:1:pos:R:3:forces:R:3 method="wB97M-V/def2-TZVPD" s_squared=6.063 homo_lumo_gap_ha="0.319 / 0.143" charge=+1 multiplicity=5
H -0.63640 -4.73910 3.82330 0.0 0.0 0.1
C 1.69540 0.19640 2.67620 0.5 -0.2 -0.2
H 2.76400 -1.03700 -0.25610 -0.1 0.2 0.0
H -2.44380 -0.81100 -4.01650 -0.1 0.0 0.1
C -0.36280 4.84900 2.89690 0.0 0.1 0.0
H -0.11200 -0.78490 2.67530 0.0 0.1 -0.1
N 0.27860 0.11840 2.33280 -0.6 -0.3 -0.4
H 0.54050 5.42910 -3.30250 0.0 0.1 0.0
H 1.86840 -0.11380 3.71520 0.0 0.1 -0.1
H -0.37240 -3.43100 -2.89820 0.0 -0.2 -0.2
H 0.54470 3.77620 -5.14060 0.0 0.0 -0.1
H 1.73770 -2.14150 -4.70930 0.0 -0.2 -0.1
N -3.44450 -1.69060 -1.44090 -0.4 -0.6 -0.7
C 2.51640 -0.71800 1.76050 -0.1 0.1 0.4
C -0.36970 -4.54190 1.71050 0.1 0.5 -0.4
H 2.09030 3.19840 1.25100 0.1 -0.1 0.0
S -2.48160 0.20200 0.38310 0.2 -0.3 -0.2
C 0.45460 4.37730 -3.08530 0.0 -0.2 0.0
C 0.91310 4.40830 2.58480 -0.1 0.0 0.0
C 1.10140 3.52330 1.53720 -0.1 -0.2 -0.4
Si -0.03600 -1.00910 -3.36090 0.2 -1.5 -1.0
H 3.57550 -0.64220 2.03900 -0.2 -0.1 0.0
C 0.21660 1.61270 -2.51990 0.0 -0.1 0.4
H 2.19400 -1.75310 1.89540 0.0 0.1 0.0
C -1.45480 4.39960 2.17140 0.0 0.0 0.1
C -0.26710 -2.54660 -2.27800 0.0 0.8 -0.5
C -1.27930 3.50490 1.13000 0.3 -0.3 -0.2
H -0.24570 0.87890 2.76420 0.1 -0.1 -0.2
H 1.76120 4.74580 3.16070 0.1 0.1 0.0
C -0.38920 -3.01640 1.72910 -0.1 -1.5 1.0
H -1.17660 -2.47510 -1.68110 0.2 -0.1 0.0
H -2.44900 4.73360 2.42150 -0.1 0.1 0.0
C -0.19240 -5.23390 0.51470 -0.1 0.4 0.8
H -2.11750 3.14400 0.55400 -0.1 0.0 -0.1
H 0.32950 1.39230 -4.65530 0.0 -0.1 -0.1
C -0.40730 -6.64630 2.83260 0.0 0.2 -0.1
C -1.50640 -0.82130 -4.56530 0.7 0.1 0.7
C -0.48840 -5.26150 2.89040 0.0 -0.3 0.1
C 0.00190 3.07110 0.82150 0.0 0.3 0.6
C 0.45490 3.44090 -4.11930 0.0 -0.2 -0.3
N 0.06920 0.32970 -2.22170 -0.3 0.2 0.7
N -0.11090 -6.54470 0.49440 0.2 -0.6 -1.3
H 1.73770 -0.43100 -5.08420 0.0 0.1 -0.2
C -0.20220 -7.25240 1.59440 -0.2 0.1 0.8
H 2.68790 0.55830 0.15610 -0.1 -0.2 -0.1
Br -0.55140 -7.70860 4.39120 0.0 0.1 -0.1
C -3.01360 -0.92410 -0.69260 -0.2 0.6 0.7
H 0.35200 4.67770 -0.97310 0.0 0.0 0.0
H 0.58290 -2.70030 -1.61330 0.0 0.0 0.0
C 0.24700 2.60540 -1.47860 0.1 0.4 -0.4
H -1.45940 0.07980 -5.16850 0.0 0.1 -0.1
H -0.11880 -8.32530 1.50140 0.0 -0.1 0.1
O -0.55030 -2.45550 2.81080 -0.2 0.6 0.5
N 2.30080 -0.36380 0.35060 -0.6 0.0 -0.4
H -0.50540 5.55660 3.69820 0.0 0.0 0.1
H -0.11940 -4.71290 -0.42810 0.0 0.1 -0.1
O -0.18900 -2.48220 0.61160 0.2 1.5 -1.8
H 2.04210 1.23000 2.57220 -0.1 -0.1 0.0
H 2.47590 -0.99820 -3.59760 0.1 0.0 0.2
C 0.33730 2.10450 -3.84920 0.1 0.3 -0.2
O 0.19450 2.13660 -0.20310 -0.1 -0.1 0.0
C 1.64350 -1.15030 -4.27810 -0.9 0.3 0.4
C 0.34940 3.95370 -1.77330 0.0 -0.1 0.4
Pd -0.12480 -0.29950 -0.02710 1.4 0.3 1.9
H -1.52430 -1.67340 -5.23820 0.0 -0.2 -0.1

---

14
Properties=species:S:1:pos:R:3:forces:R:3 method="wB97M-V/def2-TZVPD" homo_lumo_gap_ha=0.378
H -2.20651 0.54298 -0.79486 3.1 2.2 0.3
H 0.94123 -2.85189 0.63491 0.3 3.1 -0.5
H 0.78015 1.00615 0.09170 5.8 3.6 1.7
C 0.03283 0.46234 -0.12075 -6.9 -1.2 -2.9
O 2.03531 -1.02167 1.28322 1.0 -0.2 -2.2
H 1.71842 -1.73684 -0.40906 6.6 -1.0 -8.7
C -1.17371 1.26695 -0.54268 -2.3 0.4 2.8
H -0.98641 -1.31067 -0.26548 -0.4 -0.4 -0.7
H -1.55713 1.89930 0.61933 1.0 -1.6 -3.4
H 1.75030 -0.89821 2.16055 -1.3 -0.2 1.3
C -0.04033 -0.82403 -0.17064 1.9 -3.0 2.5
C 1.20287 -1.68035 0.33037 -7.5 -0.9 8.8
H -1.68880 2.85794 -1.27720 3.5 -1.2 -1.9
O -0.80821 2.28801 -1.53942 -4.8 0.5 2.8

---

87
Properties=species:S:1:pos:R:3:forces:R:3 method="wB97M-V/def2-TZVPD" s_squared=16.033 homo_lumo_gap_ha="0.341 / 0.198" charge=+1 multiplicity=8
H 2.95625 0.05420 0.19876 0.0 0.0 0.0
C 0.86276 -3.46155 -0.31762 0.0 0.1 0.1
H -1.93676 2.09702 2.87811 -0.1 0.1 0.0
H -2.97010 -0.68279 4.20999 0.0 0.0 0.0
C -0.66293 2.41780 1.20543 0.4 -0.7 -0.3
H -3.47130 -2.41646 -2.19163 0.0 0.0 0.0
H 1.53627 -4.26514 -0.65342 0.0 0.0 -0.1
H 3.19733 -1.56763 -1.60586 0.0 0.0 0.0
S -2.51047 3.11554 -1.33019 -0.1 0.4 -0.1
C -1.01268 -0.21643 3.36922 0.1 -0.1 -0.1
Gd -0.46741 1.06696 -1.71096 -1.6 2.1 -0.5
H -2.40289 -1.65827 1.90454 0.0 0.0 0.0
H 1.24059 -4.11250 1.75048 0.0 0.0 0.0
H -1.68150 -0.53862 5.40490 0.0 0.0 -0.1
C 2.79510 -0.58680 1.06170 -0.2 0.2 0.0
H -2.24261 6.34957 0.17471 0.0 0.0 0.0
H 3.64101 -2.41766 0.32853 0.0 0.0 -0.1
H 2.15028 -0.93666 4.97594 0.0 0.0 0.0
O 0.05517 1.71063 0.34129 -0.1 0.9 0.9
H 3.60586 1.01891 3.14687 0.0 0.0 0.0
H -0.45657 6.06049 -1.07665 0.0 0.0 0.0
C -2.63461 -0.70052 0.00616 0.1 -0.2 0.0
N -0.85920 5.21066 -1.43382 0.1 -0.2 -0.1
N -1.48489 0.18924 2.03856 0.0 0.0 -0.1
H 2.00501 -2.60809 -2.38820 0.0 0.0 0.0
H -2.68793 0.32844 -0.37325 0.0 0.0 0.0
N 1.61825 -2.18013 -0.34261 -0.1 -0.1 0.0
H 3.61657 -0.44529 1.75446 0.0 0.0 0.0
H 0.33367 0.54651 4.84437 0.0 0.0 0.0
H -1.96922 -2.42833 -3.12335 0.0 0.0 0.0
H 0.77019 -0.80664 1.50347 0.1 0.0 0.0
H -0.73352 -1.27419 3.27261 0.0 0.0 0.0
C 0.23275 0.58311 3.75799 0.0 0.1 0.0
N -2.64785 5.45877 -0.06192 -0.1 -0.1 0.0
H -0.93574 2.27483 -6.70680 0.0 0.0 0.0
S -2.71278 0.47483 -3.30134 0.0 -0.1 -0.3
C -2.50135 -3.60921 0.05749 0.0 -0.1 0.0
H -0.52683 -4.55325 -1.47927 0.0 0.0 0.0
O -2.34481 1.03513 -5.75307 0.1 0.1 0.1
N -1.48662 -1.40308 -0.59566 -0.1 0.0 0.2
H -2.40768 -4.67784 -0.14758 -0.1 0.0 0.0
H -0.00101 -3.10284 -2.26951 0.0 0.0 0.1
H -2.53955 2.11771 -7.46748 0.0 0.0 0.0
C 1.60052 0.13897 3.21438 -0.1 -0.1 -0.2
H 0.08430 1.64015 3.52028 0.0 0.0 0.0
C -2.50128 -2.90843 -2.30036 -0.1 -0.1 0.0
H -1.27840 -0.98422 -1.49250 -0.4 -0.6 -0.2
H 2.59574 1.54667 4.48517 0.0 0.0 0.0
C -0.32415 -3.49318 -1.30272 0.0 0.1 0.0
H -0.11390 -2.97316 1.55422 0.1 -0.1 0.0
H 2.39631 -2.60641 1.54536 0.0 0.0 0.0
O 1.72731 0.57547 -1.70087 0.7 -0.7 -0.1
C 2.13431 -1.80333 -1.66532 0.1 -0.1 0.0
C -1.74820 1.61702 1.91661 -0.2 -0.1 0.0
H -2.17454 -3.44530 1.07924 0.0 0.0 0.0
C 2.05250 -1.13862 3.90912 0.0 -0.1 0.0
H -3.59068 -1.14769 -0.27950 0.0 0.0 0.0
H 3.02269 -1.48925 3.55257 0.0 0.0 0.0
H 1.32489 -1.94704 3.78524 0.1 0.1 0.0
C -2.06986 -0.12468 4.47148 0.0 0.1 0.1
H -2.64842 1.78049 1.31852 0.0 0.0 0.0
H -3.59473 4.51962 1.57279 0.0 0.0 0.0
H -2.68493 -3.95356 -2.56519 0.0 0.1 0.0
C 2.66506 -2.04060 0.65963 -0.2 0.0 0.1
H 2.27984 2.16762 2.86242 0.0 0.0 0.0
C -3.84703 5.07098 0.66674 0.1 0.0 0.0
H -1.38483 0.76463 -7.54293 0.0 0.0 0.0
H -3.54668 -0.32758 1.90790 0.0 0.0 0.0
H -4.38796 5.97533 0.93396 0.0 0.0 0.0
C -1.70008 -2.83604 -0.99821 0.2 0.0 0.3
H -3.56458 -3.36721 -0.00311 0.1 0.0 0.0
C 1.39248 -0.57548 -2.13193 0.3 -0.1 -0.2
N 1.51494 -0.12827 1.71561 0.2 -0.2 0.2
O 0.33430 -0.70941 -2.81112 0.6 -0.9 -0.2
S -0.40994 2.12543 -4.31472 0.2 0.0 0.1
H -0.26095 -4.66461 1.06635 0.0 0.0 0.0
C -1.74556 1.59561 -6.94450 -0.1 -0.1 0.1
H -4.47836 4.45344 0.03617 0.0 0.0 0.0
C 2.58580 1.28249 3.42698 0.0 0.0 0.0
H -2.35704 0.91252 4.66558 0.0 -0.1 0.0
H -0.28030 4.63288 -2.01661 -0.1 0.0 -0.1
C -1.96703 4.67885 -0.89795 0.0 0.0 0.3
O -0.50261 3.59265 1.43901 0.0 0.3 0.0
C -2.56402 -0.64848 1.52991 0.0 0.0 0.1
H 1.14365 0.70752 1.22791 -0.1 0.3 -0.1
C -1.82753 1.20964 -4.55277 -0.1 0.0 0.0
C 0.42000 -3.81549 1.09968 -0.1 0.0 0.0

---

9
Properties=species:S:1:pos:R:3:forces:R:3 method="wB97M-V/def2-TZVPD" homo_lumo_gap_ha=0.355
O -1.60456 0.21562 -1.00512 0.6 0.3 0.4
H 0.22681 2.45962 -0.28482 -0.4 -0.3 -0.5
H 0.35266 -1.82971 -0.63279 -0.2 0.0 0.0
H 0.96416 -0.95237 0.78355 0.0 -0.4 0.0
C -0.57229 0.13162 -0.38039 0.1 0.2 0.0
C 0.07212 -1.18665 0.20091 0.0 -0.3 0.0
N 0.45765 0.83594 0.08164 0.2 0.3 0.0
H -0.66519 -1.64506 0.86237 0.0 0.1 -0.2
H 0.63523 2.06876 0.31700 -0.3 0.2 0.2

---

no.,E (eV)
1,-131179.9957
2,-8367.6427
3,-98184.4252
4,-5688.0166